Here is a cluster of 8 separate species, C21H53BrN2O12 in total from the Open Molecules 2025 dataset. Energies are from wB97M-V/def2-TZVPD.

Values from the calculation:
* electronic energy: -120227.6315 eV
* structure (SMILES): CC(=O)N(C)[C@](Br)(CC(=O)O)OC(N)=O.CCO.CCO.CCO.CCO.CCO.CCO.CCO
* LUMO level: 0.506 eV

Atoms and positions in Å:
C 1.2053 0.2641 3.1492
C 1.2818 1.3957 2.1505
O 0.7916 2.4642 2.3527
N 1.9463 1.1312 0.8853
C 1.4258 -0.1091 0.2781
C 3.3890 1.2637 0.8425
Br 4.1025 2.0450 2.5296
C 3.7626 2.2199 -0.2883
C 5.2427 2.5382 -0.3340
O 6.0871 1.7714 -0.6768
O 5.5361 3.8332 0.0223
O 4.0083 0.0208 0.5861
C 4.7727 -0.6429 1.5138
N 6.0980 -0.5801 1.2194
O 4.2723 -1.2888 2.3955
H 1.8791 -0.5582 2.9154
H 0.1777 -0.1078 3.1936
H 1.4567 0.6749 4.1286
H 0.3371 -0.0564 0.3132
H 1.7566 -1.0161 0.7890
H 1.6978 -0.1250 -0.7756
H 3.4743 1.7098 -1.2132
H 3.1786 3.1279 -0.1627
H 5.7368 3.8811 0.9676
H 6.4736 0.3380 1.0184
H 6.6371 -1.0658 1.9264
C -1.8121 0.4583 -4.0647
C -0.6641 1.0556 -3.2833
O -0.0195 0.0689 -2.4766
H -2.5433 0.0166 -3.3871
H -2.3212 1.2152 -4.6621
H -1.4437 -0.3281 -4.7263
H -1.0100 1.8271 -2.5950
H 0.0635 1.5108 -3.9647
H 0.2841 -0.6178 -3.0810
C 0.0456 -4.5809 -5.4258
C 0.1933 -3.2112 -6.0577
O 0.3207 -2.1777 -5.0823
H -0.8206 -4.6018 -4.7637
H -0.0794 -5.3495 -6.1894
H 0.9293 -4.8324 -4.8344
H -0.6939 -2.9555 -6.6357
H 1.0524 -3.1918 -6.7356
H 1.1108 -2.3647 -4.5630
C -3.3674 -3.0455 -0.9347
C -2.0906 -2.2453 -1.0948
O -1.1935 -2.4363 0.0003
H -3.8741 -2.7749 -0.0077
H -4.0507 -2.8687 -1.7662
H -3.1571 -4.1175 -0.8949
H -2.2976 -1.1770 -1.1218
H -1.5884 -2.5043 -2.0333
H -0.9723 -3.3722 0.0421
C 7.1688 -2.1412 5.4263
C 6.2116 -0.9964 5.7035
O 5.6450 -0.4652 4.5161
H 7.9722 -1.8125 4.7649
H 7.6118 -2.5158 6.3503
H 6.6478 -2.9694 4.9401
H 6.7358 -0.1678 6.1803
H 5.4189 -1.3253 6.3847
H 5.1370 -1.1516 4.0600
C -3.5282 3.8646 -1.1539
C -3.8032 3.8324 -2.6434
O -4.2963 2.5674 -3.0791
H -2.8124 3.0854 -0.8858
H -3.1305 4.8302 -0.8455
H -4.4435 3.6918 -0.5852
H -2.8858 3.9958 -3.2099
H -4.5101 4.6235 -2.9168
H -5.1180 2.3891 -2.6106
C -3.7750 7.3903 2.8312
C -4.0970 7.3012 1.3523
O -4.6366 6.0343 0.9894
H -3.0734 6.6054 3.1142
H -3.3353 8.3580 3.0767
H -4.6794 7.2674 3.4321
H -3.1912 7.4123 0.7565
H -4.7872 8.1014 1.0634
H -5.4500 5.9032 1.4877
C -4.1280 -6.5507 1.5356
C -5.2111 -5.4892 1.5553
O -5.8347 -5.3251 0.2870
H -3.3700 -6.3050 0.7909
H -3.6458 -6.6345 2.5105
H -4.5464 -7.5272 1.2797
H -4.7871 -4.5155 1.7991
H -5.9615 -5.7272 2.3170
H -6.2387 -6.1626 0.0380

Atoms 1-2, force components in eV/Å:
C 0.0 0.0 0.1
C 0.1 -0.3 -0.1

Atom charges from the Löwdin analysis, given in e for atoms 1 to 8: atom 1 (C): -0.01, atom 2 (C): -0.55, atom 3 (O): 0.11, atom 4 (N): -0.08, atom 5 (C): -0.04, atom 6 (C): -0.70, atom 7 (Br): 0.96, atom 8 (C): -0.07


Here is a structure of composition C49H43BrN5O6SSiTi from the Open Molecules 2025 dataset. Energies are from wB97M-V/def2-TZVPD.

Values from the calculation:
* electronic energy: -183125.6974 eV
* LUMO level (alpha / beta): -0.141 / -0.361 eV
* 2S+1: 2
* ⟨S²⟩: 0.76

Atoms and positions in Å:
Ti -0.7872 -0.2876 -0.2214
O 2.7853 3.5694 1.1829
C 1.8996 2.6455 0.7554
O 2.1998 1.5114 0.5160
C 0.5180 3.2397 0.5903
C 0.3142 4.6027 0.7402
C -0.9678 5.1100 0.5761
C -1.9895 4.2384 0.2525
C -1.6748 2.8957 0.0977
N -0.4616 2.3963 0.2838
C -2.7302 1.9142 -0.3653
O -3.9007 2.1868 -0.3132
O -2.2133 0.7993 -0.8414
H 3.6372 3.1065 1.2291
H 1.1488 5.2450 0.9722
H -1.1570 6.1696 0.6898
H -3.0116 4.5558 0.1022
C -1.8441 -5.4480 2.6834
C -0.4564 -5.0745 2.1870
N 0.0204 -3.8067 2.7459
C 0.1027 -3.7320 4.2143
C -1.0410 -2.9604 4.8518
C 0.4296 -2.7959 1.9871
S 0.3606 -2.8065 0.2865
N 0.9467 -1.7447 2.7174
C 0.6821 -0.5264 2.4331
O -0.1482 -0.1208 1.5059
C 1.2646 0.5516 3.2741
C 2.5367 0.3961 3.8081
C 3.0804 1.3978 4.5971
C 2.3473 2.5468 4.8728
C 1.0704 2.6959 4.3483
C 0.5307 1.7013 3.5431
H -2.2113 -6.3042 2.1160
H -2.5372 -4.6193 2.5353
H -1.8530 -5.7194 3.7400
H -0.4620 -4.9793 1.1066
H 0.2729 -5.8472 2.4482
H 1.0579 -3.2808 4.4735
H 0.1107 -4.7629 4.5709
H -1.0618 -1.9278 4.4996
H -0.9141 -2.9475 5.9357
H -2.0071 -3.4115 4.6277
H 3.0923 -0.5069 3.5914
H 4.0767 1.2801 5.0042
H 2.7724 3.3243 5.4950
H 0.4956 3.5884 4.5621
H -0.4571 1.8155 3.1183
Br -4.7683 -0.4679 6.3378
C -4.1117 -0.6971 4.5760
C -3.3029 0.2752 4.0129
C -2.8051 0.0926 2.7335
C -3.0952 -1.0549 1.9943
C -3.9265 -2.0118 2.5817
C -4.4363 -1.8354 3.8600
N -2.5419 -1.2318 0.7158
C -3.2528 -1.9099 -0.1828
C -2.6863 -2.1986 -1.4302
C -3.3258 -3.0132 -2.3930
C -2.6651 -3.3608 -3.5316
C -1.3429 -2.9046 -3.7305
C -0.7864 -2.0892 -2.7892
N -1.4333 -1.6990 -1.6685
H -3.0658 1.1733 4.5677
H -2.1903 0.8650 2.2948
H -4.1583 -2.9222 2.0448
H -5.0701 -2.5926 4.3024
H -4.2842 -2.1970 -0.0082
H -4.3302 -3.3623 -2.1907
H -3.1425 -3.9917 -4.2704
H -0.7736 -3.1665 -4.6106
H 0.2184 -1.7153 -2.9153
O 0.5162 0.1511 -1.3769
Si 1.3664 0.7895 -2.6433
C 2.0894 2.4999 -2.4014
C 3.4207 2.6992 -2.0185
C 3.9491 3.9775 -1.9007
C 3.1499 5.0874 -2.1528
C 1.8254 4.9140 -2.5282
C 1.3065 3.6306 -2.6572
C 0.2287 0.9790 -4.1176
C -1.1595 0.8402 -4.0339
C -1.9717 1.0276 -5.1484
C -1.4091 1.3545 -6.3724
C -0.0305 1.5037 -6.4779
C 0.7731 1.3228 -5.3625
C 2.7642 -0.3981 -2.9802
C 2.8674 -1.5753 -2.2322
C 3.8841 -2.4931 -2.4706
C 4.8215 -2.2462 -3.4608
C 4.7485 -1.0745 -4.2045
C 3.7349 -0.1598 -3.9613
H 4.0494 1.8432 -1.8024
H 4.9851 4.1099 -1.6124
H 3.5616 6.0850 -2.0610
H 1.1990 5.7744 -2.7298
H 0.2739 3.5095 -2.9696
H -1.6304 0.5854 -3.0882
H -3.0447 0.9151 -5.0539
H -2.0391 1.4977 -7.2419
H 0.4172 1.7668 -7.4285
H 1.8417 1.4648 -5.4710
H 2.1563 -1.7736 -1.4396
H 3.9432 -3.3968 -1.8768
H 5.6139 -2.9597 -3.6502
H 5.4880 -0.8705 -4.9687
H 3.7197 0.7609 -4.5326

Atoms 1-2, force components in eV/Å:
Ti 0.2 -0.9 -0.3
O 0.0 -0.2 0.0

Atom charges from the Löwdin analysis, given in e for atoms 1 to 8: atom 1 (Ti): 1.04, atom 2 (O): 0.11, atom 3 (C): -0.47, atom 4 (O): 0.13, atom 5 (C): -0.17, atom 6 (C): 0.01, atom 7 (C): -0.02, atom 8 (C): 0.03


Here is an isolated molecule of ClH2IN2P2 at a distorted geometry from the Open Molecules 2025 dataset. Energies are from wB97M-V/def2-TZVPD.

Values from the calculation:
* electronic energy: -42212.5217 eV
* structure (SMILES): NN1P(Cl)#P1I
* LUMO level: -1.299 eV

Atoms and positions in Å:
N 1.0413 -0.9226 -0.0658
N 0.2062 0.0276 0.5685
P 0.1736 1.8027 0.6571
Cl -0.3673 2.2098 -1.2625
P -1.3311 -0.0569 1.1387
I -2.7131 -1.6945 -0.2292
H 1.9526 -0.7513 0.2358
H 1.0378 -0.6147 -1.0427

Atoms 1-2, force components in eV/Å:
N -1.9 0.4 -1.0
N -0.1 0.6 0.4

Charges computed using Löwdin, reported in e: atom 1 (N): 0.00, atom 2 (N): -0.95, atom 3 (P): 0.35, atom 4 (Cl): 0.03, atom 5 (P): 0.35, atom 6 (I): 0.10, atom 7 (H): 0.05, atom 8 (H): 0.07


Here is a structure of composition C4H6ClIO3S at a distorted geometry from the Open Molecules 2025 dataset. Energies are from wB97M-V/def2-TZVPD.

Values from the calculation:
* electronic energy: -41843.5322 eV
* LUMO level: -0.183 eV

Atoms and positions in Å:
C 0.5836 0.3604 0.9193
C 1.8996 0.6668 0.5033
C -2.0526 -0.9124 -0.7470
C 0.3553 -1.0951 1.4818
O -0.3801 1.0348 0.7355
O -0.7823 -3.1436 -0.1818
O 0.5916 -1.4255 -1.2893
S -0.4586 -1.7879 -0.3866
Cl -1.0134 -1.2772 2.5878
I 1.9719 -2.4286 1.6939
H 2.2260 -0.0991 -0.2197
H 2.1200 1.6801 0.0717
H 2.4541 0.5501 1.3485
H -2.5126 -1.2265 -1.6470
H -2.9524 -1.1988 -0.1451
H -2.0089 0.1509 -0.6115

Atoms 1-2, force components in eV/Å:
C -1.6 -1.2 0.5
C 1.6 1.3 -3.1

Atom charges from the Löwdin analysis, given in e for atoms 1 to 8: atom 1 (C): -0.62, atom 2 (C): -0.07, atom 3 (C): -0.12, atom 4 (C): -1.17, atom 5 (O): 0.07, atom 6 (O): -0.35, atom 7 (O): -0.34, atom 8 (S): 0.57


Here is a cluster of 3 separate species, C38H55BFNO12S2 in total at a distorted geometry from the Open Molecules 2025 dataset. Energies are from wB97M-V/def2-TZVPD.

Values from the calculation:
* electronic energy: -91416.2808 eV
* structure (SMILES): Cc1ccc(Cc2c(CB(O)O)cc(CCCCOC=O)c3c2Sc2ccc(S(=O)(=O)F)cc2N3)cc1.COCCOCCOC.COCCOCCOC
* LUMO level: -0.515 eV

Atoms and positions in Å:
C 0.5954 4.7855 5.0609
C 0.0344 3.3745 5.4299
C -0.6329 3.0632 6.6999
C -1.1904 1.7155 6.9949
C -1.0340 0.6938 5.9698
C -1.6040 -0.7870 6.0919
C -2.3992 -1.0417 4.7456
C -3.6862 -0.3403 4.6035
C -4.3163 0.6131 5.6562
B -4.9314 -0.1091 6.9538
O -5.0587 -1.5034 7.1350
O -5.3593 0.7289 8.0352
C -4.4114 -0.5362 3.3426
C -3.8750 -1.3900 2.2578
C -4.7575 -1.4559 0.9543
C -4.6241 -0.0096 0.2785
C -3.3373 0.0774 -0.6661
C -3.4860 1.4259 -1.4961
O -2.9564 1.3595 -2.8402
C -1.5613 1.4429 -2.7715
O -0.9363 2.2063 -3.4491
C -2.5927 -2.1162 2.3958
C -1.8814 -1.8928 3.6781
S -0.2589 -2.7222 3.9038
C 0.3292 -2.7977 2.1723
C 1.7855 -2.7616 1.9029
C 2.2495 -2.8721 0.5101
C 1.2123 -3.0202 -0.5232
S 1.7796 -3.2166 -2.2596
O 3.2236 -3.0950 -2.2799
O 1.3450 -4.5418 -2.6900
F 1.0652 -2.0657 -3.1747
C -0.2192 -3.0250 -0.2689
C -0.6919 -2.9128 1.1339
N -2.1130 -2.9658 1.3334
C -0.3363 0.9888 4.6918
C 0.2077 2.3089 4.4045
H -0.1332 5.6167 5.2902
H 0.7108 4.8088 3.9359
H 1.6144 4.9989 5.4749
H -0.7664 3.8660 7.4633
H -1.7108 1.4783 7.9572
H -0.7212 -1.4756 6.1843
H -2.2588 -0.9098 6.9955
H -3.5662 1.3862 6.0073
H -5.1551 1.2219 5.1982
H -4.1585 -1.8701 7.0111
H -6.3064 0.9407 7.9477
H -5.3867 -0.0105 3.2083
H -5.8375 -1.6660 1.1923
H -4.3733 -2.1795 0.1916
H -4.4611 0.7931 1.0563
H -5.5572 0.2895 -0.2779
H -3.2343 -0.8355 -1.3163
H -2.4377 0.2085 0.0068
H -2.9088 2.2129 -0.9264
H -4.5581 1.7649 -1.4866
H -0.9857 0.7610 -2.0858
H 2.5130 -2.6765 2.7505
H 3.3332 -2.8624 0.2298
H -0.9304 -3.1126 -1.1285
H -2.5929 -2.7941 0.4517
H -0.2119 0.1986 3.9046
H 0.7270 2.4800 3.4359
C 3.0001 -7.6255 -8.9693
O 2.7734 -6.2488 -8.7341
C 1.6002 -5.7441 -9.3545
C 0.7082 -4.9788 -8.3825
O 0.1384 -5.7358 -7.3207
C 1.0146 -6.2581 -6.3230
C 1.7539 -5.2324 -5.4714
O 2.7104 -4.5076 -6.2364
C 2.6819 -3.1102 -6.0211
H 3.5516 -7.7598 -9.9044
H 3.6045 -8.0121 -8.1460
H 2.0664 -8.1962 -8.9977
H 1.0185 -6.5487 -9.8223
H 1.9240 -5.0538 -10.1431
H -0.1435 -4.6033 -8.9588
H 1.2082 -4.0914 -7.9961
H 1.7010 -6.9825 -6.7603
H 0.3715 -6.8330 -5.6500
H 2.3036 -5.7604 -4.6853
H 1.0327 -4.5685 -4.9941
H 1.6647 -2.7385 -5.8593
H 3.0762 -2.6247 -6.9166
H 3.3173 -2.8494 -5.1706
C 5.5836 7.2846 0.1160
O 4.7706 6.1402 -0.0680
C 4.7978 5.2331 1.0235
C 3.4004 4.8517 1.4996
O 2.6134 5.9030 2.0504
C 2.1832 6.9470 1.1787
C 1.2307 6.5394 0.0606
O 1.8684 5.7120 -0.9017
C 1.1132 4.5733 -1.2706
H 6.6063 7.0732 -0.2084
H 5.1776 8.0881 -0.5021
H 5.5815 7.6265 1.1559
H 5.3688 5.6408 1.8674
H 5.3043 4.3246 0.6756
H 3.5259 4.1286 2.3123
H 2.8458 4.3218 0.7258
H 3.0391 7.4987 0.7922
H 1.6457 7.6517 1.8205
H 0.8981 7.4447 -0.4626
H 0.3510 6.0518 0.4916
H 0.5529 4.1601 -0.4250
H 1.8092 3.8064 -1.6162
H 0.4321 4.8235 -2.0872

Atoms 1-2, force components in eV/Å:
C -0.5 -0.3 -0.8
C -0.2 -1.5 0.0

Atom charges from the Löwdin analysis, given in e for atoms 1 to 8: atom 1 (C): -0.08, atom 2 (C): -0.24, atom 3 (C): -0.03, atom 4 (C): -0.04, atom 5 (C): -0.19, atom 6 (C): -0.10, atom 7 (C): -0.18, atom 8 (C): -0.15


Here is an isolated molecule of C6H14 from the Open Molecules 2025 dataset. Energies are from wB97M-V/def2-TZVPD.

Values from the calculation:
* electronic energy: -6449.3318 eV
* structure (SMILES): CCC(C)CC
* LUMO level: 1.222 eV

Atoms and positions in Å:
C -1.4956 -0.8268 -1.9764
C -0.6686 0.2523 -1.2654
C -0.1621 -0.0596 0.1552
C 0.6220 -1.3687 0.2550
C 0.6533 1.1503 0.6430
C 0.9890 1.1204 2.1308
H -2.4099 -1.0808 -1.4262
H -1.8019 -0.4580 -2.9625
H -0.9390 -1.7551 -2.1508
H 0.1957 0.5031 -1.8984
H -1.2793 1.1578 -1.1825
H -1.0379 -0.1477 0.8084
H 0.9109 -1.5857 1.2903
H 0.0147 -2.2093 -0.0969
H 1.5352 -1.3305 -0.3535
H 0.0820 2.0644 0.4275
H 1.5780 1.2306 0.0514
H 1.6371 0.2743 2.3819
H 1.5029 2.0367 2.4405
H 0.0736 1.0323 2.7283

Atoms 1-2, force components in eV/Å:
C 0.0 0.0 0.0
C 0.0 -0.3 0.0

Atom charges from the Löwdin analysis, given in e for atoms 1 to 8: atom 1 (C): -0.11, atom 2 (C): -0.25, atom 3 (C): -0.41, atom 4 (C): -0.07, atom 5 (C): -0.25, atom 6 (C): -0.11, atom 7 (H): 0.07, atom 8 (H): 0.07